No. 1
Here is a 6-piece molecular cluster, C16H42ClN3O9P overall in a non-equilibrium geometry from the OMol25 dataset. Energies are from ωB97M-V/def2-TZVPD.

Values from the calculation:
* molar mass: 486.95 Da
* orbital gap: 8.5 eV
* charge: +1
* F_max: 1.21 eV Å⁻¹
* energy: -2277.42451 hartree
* E_LUMO: -0.1340 hartree

```
72
Properties=species:S:1:pos:R:3:forces:R:3:mulliken_charge:R:1
C 3.1992 -0.2312 1.0572 0.573 0.307 -0.281 -0.8172
C 2.0155 -0.5466 1.5250 -0.464 -0.325 0.189 -0.4665
C 0.7941 0.3190 1.3266 0.487 -0.031 0.094 -0.0725
N -0.3816 -0.3276 2.0021 -0.010 0.654 0.264 -0.0471
C -1.6076 0.5063 1.8345 -0.034 0.155 0.356 -0.9826
C -1.9066 0.6357 0.3500 -0.712 -0.573 -0.788 0.4988
O -3.0534 1.3444 0.1031 0.115 0.106 0.021 -0.5895
O -1.9891 -0.6886 -0.2528 0.413 0.027 0.336 -0.1906
N -2.7533 -1.5608 0.5646 -0.106 0.070 0.135 0.1119
O -2.5218 -2.6713 0.3239 -0.135 0.026 -0.394 -0.2355
N -0.8372 1.2857 -0.3643 0.752 0.265 0.699 -0.0273
P -0.8891 2.9979 -0.2798 -0.267 0.761 0.343 0.5033
O -1.3742 3.5832 0.9841 0.102 -0.286 0.097 -0.6248
C 0.4988 0.7140 -0.1358 -0.319 -0.050 -0.165 1.0785
Cl 0.8043 -0.6138 -1.2862 0.010 -0.113 -0.005 -0.0047
H 3.3760 0.6978 0.5244 0.024 -0.069 -0.113 0.0880
H 4.0376 -0.9052 1.1648 0.010 0.048 0.147 0.3203
H 1.8930 -1.4692 2.0856 -0.184 -0.048 -0.089 0.2961
H 0.9697 1.2510 1.8749 -0.343 0.075 -0.076 0.3318
H -0.1882 -0.3747 3.0058 0.029 -0.347 -0.015 0.5010
H -0.5075 -1.3003 1.7138 0.001 -0.032 -0.088 0.4827
H -1.3858 1.4913 2.2513 -0.049 0.053 -0.220 0.5165
H -2.4424 0.0923 2.3980 0.134 -0.274 -0.081 0.4014
H -3.8015 0.9818 0.5954 0.022 0.068 -0.014 0.4638
H -1.5774 3.4349 -1.4108 -0.094 -0.226 -0.129 0.1160
H 0.4529 3.2934 -0.5275 0.065 -0.171 -0.296 -0.0364
H 1.2382 1.4761 -0.3776 0.036 -0.099 -0.017 -0.6394
C 3.8826 3.7232 -2.8532 0.227 -0.111 0.156 -1.1453
C 2.7939 3.1733 -1.9622 -0.037 0.115 0.029 -0.0535
O 3.2929 2.6502 -0.7231 -0.153 -0.031 0.055 -0.4713
H 4.6134 2.9475 -3.0834 -0.041 -0.029 -0.041 0.3640
H 3.4671 4.1022 -3.7866 -0.030 0.018 0.013 0.3589
H 4.4010 4.5428 -2.3532 -0.050 0.081 -0.075 0.2038
H 2.2751 2.3425 -2.4450 -0.018 -0.010 0.021 0.2880
H 2.0617 3.9559 -1.7328 -0.023 0.027 -0.181 0.1237
H 3.7482 3.3663 -0.2651 0.068 -0.033 -0.036 0.2854
C -2.9353 -3.5672 4.6639 0.090 0.091 0.072 -1.3212
C -2.1374 -3.1721 3.4398 0.132 -0.242 0.482 -0.0354
O -0.9603 -2.4110 3.7917 -0.069 0.094 -0.251 -0.5011
H -3.2429 -2.6842 5.2238 -0.050 -0.001 -0.017 0.3583
H -3.8264 -4.1273 4.3787 0.002 -0.014 -0.011 0.2665
H -2.3383 -4.1892 5.3345 -0.020 -0.055 -0.031 0.3775
H -2.7312 -2.5380 2.7919 -0.018 0.067 -0.024 0.2585
H -1.8323 -4.0589 2.8805 -0.023 0.070 -0.122 0.2257
H -0.4188 -2.9589 4.3706 -0.013 0.037 0.032 0.3133
C 2.1243 8.0782 -2.3654 0.034 -0.106 -0.037 -0.9755
C 3.2549 7.8131 -1.3896 0.060 0.097 -0.116 -0.2666
O 4.3209 7.0736 -1.9831 -0.113 -0.042 0.027 -0.4828
H 1.7320 7.1388 -2.7588 -0.020 0.000 0.015 0.2188
H 1.3114 8.6233 -1.8847 0.006 0.017 0.006 0.3383
H 2.4758 8.6700 -3.2129 -0.014 0.044 0.020 0.3374
H 2.9063 7.2104 -0.5511 0.022 0.002 0.027 0.2636
H 3.6382 8.7563 -0.9891 -0.040 -0.011 0.072 0.2956
H 4.6642 7.5902 -2.7194 0.046 -0.027 0.012 0.2909
C 1.1744 -2.4697 -5.5149 0.076 -0.057 0.052 -0.9133
C 0.2380 -3.1422 -4.5303 0.031 0.116 0.067 -0.1983
O 0.9133 -3.5724 -3.3496 -0.061 -0.014 -0.001 -0.4971
H 1.9831 -3.1462 -5.7911 -0.014 -0.012 -0.025 0.2740
H 0.6437 -2.1712 -6.4194 -0.012 0.011 0.003 0.3245
H 1.6240 -1.5766 -5.0725 -0.036 0.029 -0.019 0.2501
H -0.1983 -4.0402 -4.9637 -0.009 -0.018 0.011 0.3046
H -0.5814 -2.4655 -4.2615 -0.043 -0.033 -0.049 0.1992
H 1.3010 -2.7972 -2.9337 0.086 -0.031 -0.031 0.2656
C -3.7675 -6.3736 1.6052 0.031 -0.111 0.031 -0.3358
C -4.4579 -6.9586 2.8236 0.110 0.130 0.097 -0.3415
O -3.5369 -7.5306 3.7456 -0.020 -0.021 -0.069 -0.5016
H -3.1830 -7.1387 1.0948 -0.023 -0.012 -0.016 0.3071
H -4.4933 -5.9607 0.9035 0.004 0.022 0.003 0.3207
H -3.0801 -5.5767 1.9002 -0.036 0.048 -0.033 -0.1961
H -5.1288 -7.7648 2.5341 -0.014 -0.016 0.019 0.3283
H -5.0553 -6.1902 3.3290 -0.088 -0.028 -0.058 0.2345
H -2.9351 -6.8410 4.0409 0.007 -0.022 0.014 0.2835
```
Positions in Å, forces in eV/Å.

=====

No. 2
Here is a 7-piece molecular cluster, C16H42O12S overall in a non-equilibrium geometry from the OMol25 dataset. Energies are from ωB97M-V/def2-TZVPD.

Values from the calculation:
* molar mass: 458.57 Da
* SMILES: CC(=O)OCCCCCC[C@@H]1COS(=O)(=O)O1.CO.CO.CO.CO.CO.CO
* orbital gap: 9.7 eV
* F_max: 9.00 eV Å⁻¹
* energy: -1935.46855 hartree
* E_LUMO: -0.0058 hartree

```
71
Properties=species:S:1:pos:R:3:forces:R:3:mulliken_charge:R:1
C 1.1128 -1.5764 3.2379 0.048 0.596 -1.662 -0.4032
C 0.9939 -0.1048 2.4560 2.629 4.109 2.230 0.4159
O 1.6970 0.9682 2.9091 -4.799 -6.857 -3.323 -0.5143
O 0.1273 -0.0699 1.2662 1.151 -0.023 3.397 -0.1699
C -1.1951 0.5097 1.5557 -1.770 1.562 -0.535 -0.3216
C -2.2629 0.1609 0.3170 0.481 -0.528 -0.960 -0.2955
C -1.6027 -0.8518 -0.8185 -0.608 -0.776 0.138 -0.5927
C -1.5160 -2.4077 -0.2185 1.044 0.408 -0.257 -0.1097
C -0.7277 -3.3582 -1.3210 0.145 0.906 0.873 -0.5606
C 0.8980 -3.0865 -1.0400 -1.366 -0.985 -0.753 -0.4947
C 1.8832 -3.9720 -2.0050 1.704 2.039 2.205 0.3871
C 2.4433 -3.1016 -3.3025 2.434 -0.823 0.909 -0.1860
O 2.1504 -3.8776 -4.5385 -0.504 -1.844 2.914 -0.3399
S 2.2898 -5.4881 -3.9028 3.123 -4.978 -3.819 1.0342
O 3.7992 -5.8364 -3.7109 -5.269 2.543 0.521 -0.5189
O 1.7457 -6.5548 -4.8856 0.509 4.792 4.081 -0.5528
O 1.4246 -5.3176 -2.4072 1.746 1.834 -3.084 -0.3480
H 0.0906 -1.8715 3.7283 1.990 0.778 -0.863 0.0639
H 2.0151 -1.5138 3.9846 -2.011 -0.127 -1.509 0.3076
H 1.3051 -2.3722 2.3693 -0.301 1.703 2.007 0.1044
H -1.7085 0.1106 2.5288 1.448 0.567 -1.596 0.2638
H -1.0623 1.6927 1.6329 -0.393 -2.681 -0.079 0.2101
H -3.1995 -0.4335 0.7559 1.991 1.563 -0.897 0.3023
H -2.6149 1.1517 -0.2449 0.763 -2.261 1.632 0.0026
H -0.5674 -0.4734 -1.2383 -2.026 -0.741 1.135 0.1292
H -2.3185 -0.9267 -1.7700 1.368 0.330 2.115 0.3698
H -0.8460 -2.4517 0.7677 -1.684 0.292 -1.994 -0.0565
H -2.5961 -2.7737 0.0453 2.055 0.609 -0.644 0.3774
H -0.9567 -4.4903 -1.1322 0.376 2.188 -0.623 0.2803
H -1.0662 -2.9723 -2.3914 0.887 -1.187 2.105 0.2532
H 1.1017 -3.3742 0.0921 -0.324 0.778 -2.471 0.0844
H 1.0972 -1.9547 -1.2733 -0.113 -2.233 0.761 0.1280
H 2.8552 -4.1465 -1.3476 -1.983 0.229 -1.434 0.2878
H 2.2117 -1.9523 -3.2945 -0.177 -2.567 -0.508 0.3411
H 3.6214 -3.2349 -3.2154 -2.446 0.837 -0.011 0.1224
C -2.5020 4.1105 0.0456 0.210 0.554 0.208 -0.8108
O -3.1122 3.1258 0.8594 -0.458 -0.190 0.736 -0.5042
H -2.2634 3.6708 -0.9256 -0.052 -0.059 0.122 0.3303
H -3.1913 4.9467 -0.0949 0.235 -0.037 -0.174 0.3586
H -1.5819 4.4588 0.5213 0.040 0.037 -0.268 0.4031
H -3.3123 3.5449 1.7137 0.069 -0.280 -0.513 0.2677
C -6.2028 6.4210 -1.0056 -0.146 -0.129 -0.083 -0.5667
O -5.0864 5.5503 -1.0117 -0.015 -0.429 -0.188 -0.4551
H -5.8892 7.3982 -0.6312 0.038 -0.202 -0.056 0.2294
H -6.5873 6.5290 -2.0227 -0.181 0.193 0.078 0.2394
H -6.9791 6.0150 -0.3524 -0.154 0.219 -0.030 0.2528
H -5.3952 4.6919 -1.3483 0.299 0.425 0.233 0.2690
C -2.1017 -3.7598 5.3343 -0.234 -0.023 0.018 -0.5585
O -2.3443 -4.1821 4.0049 -0.397 -0.084 -0.365 -0.4915
H -1.0254 -3.6401 5.4783 -0.151 -0.065 -0.100 0.1905
H -2.5994 -2.8030 5.5103 0.100 0.040 0.264 0.2537
H -2.4788 -4.5124 6.0312 0.119 0.145 0.222 0.3140
H -3.3068 -4.2797 3.9072 0.594 0.018 -0.045 0.2947
C 2.4273 4.5615 4.0251 0.019 -0.260 -0.077 -0.3475
O 3.5436 3.6908 4.0190 0.111 -0.398 -0.107 -0.5231
H 2.7408 5.5387 4.3995 0.046 -0.176 -0.037 0.2552
H 2.0427 4.6695 3.0080 -0.229 0.165 0.062 0.0806
H 1.6509 4.1555 4.6783 -0.183 0.210 -0.049 0.2317
H 3.2349 2.8325 3.6824 0.153 0.364 0.159 0.3231
C 6.8624 -4.4583 -5.1931 -0.172 -0.161 0.074 -0.5409
O 6.0548 -3.4043 -4.7019 -0.457 0.231 0.306 -0.5197
H 7.7332 -4.0332 -5.6975 -0.174 0.045 0.108 0.2425
H 7.1950 -5.0823 -4.3600 0.136 -0.159 -0.166 0.2345
H 6.2884 -5.0573 -5.9044 0.204 -0.156 -0.028 0.2325
H 5.2906 -3.8119 -4.2598 0.437 0.052 -0.310 0.3121
C -0.2035 6.6492 -0.7879 0.194 0.068 -0.047 -0.5236
O 0.2392 5.8795 0.3148 0.554 -0.076 0.292 -0.4642
H -1.2847 6.5327 -0.8914 0.167 -0.032 0.087 0.1516
H 0.0327 7.7023 -0.6165 -0.136 0.078 -0.223 0.2819
H 0.2874 6.2983 -1.6990 -0.143 0.164 -0.161 0.2733
H 1.2014 6.0027 0.3815 -0.557 -0.147 0.058 0.2822
```
Positions in Å, forces in eV/Å.

=====

No. 3
Here is C16H43AlClO6Si2 as an isolated structure in a non-equilibrium geometry from the OMol25 dataset. Energies are from ωB97M-V/def2-TZVPD.

Values from the calculation:
* molar mass: 450.12 Da
* ΔE to the lowest compared entry with this formula, charge and spin: 3.3876 eV
* orbital gap: 7.9 eV
* charge: +1
* F_max: 2.94 eV Å⁻¹
* energy: -2367.94953 hartree
* E_LUMO: -0.1536 hartree

```
69
Properties=species:S:1:pos:R:3:forces:R:3:mulliken_charge:R:1
O -0.2236 1.7153 -1.0392 -0.438 -0.947 0.208 -0.2221
O 2.6590 -1.7792 -2.2075 0.011 -0.162 0.395 -0.2876
C -1.1002 1.3608 -2.1219 -0.867 -0.937 -0.629 -0.0727
C -2.0308 2.4725 -2.5485 -0.582 0.558 -0.206 -1.2463
H -1.6503 0.4691 -1.7700 -0.005 0.434 -0.127 0.0883
H -0.6018 1.0220 -3.0511 0.235 0.094 1.011 0.3386
H -2.7765 2.7370 -1.7797 0.331 -0.057 -0.241 0.2728
H -2.5931 2.1369 -3.4455 0.286 0.132 0.531 0.4393
H -1.4934 3.3942 -2.8505 -0.132 -0.506 0.239 0.3012
C 1.1386 1.9966 -1.3596 1.201 0.827 0.337 1.0351
C 1.6591 1.5337 -2.7069 0.272 -0.409 -0.414 -1.7303
H 1.7275 1.5296 -0.5608 0.004 -0.023 -0.253 -0.4134
H 1.2746 3.0804 -1.2261 -0.037 -0.123 -0.222 -0.1260
H 1.7670 0.4309 -2.7046 -0.006 0.535 -0.176 0.4633
H 2.6508 1.9828 -2.9427 -0.623 -0.293 0.512 0.3946
H 1.0069 1.8261 -3.5406 0.280 0.044 0.253 0.5837
C 3.2415 -1.7960 -0.9092 -0.050 -0.259 0.034 0.0818
C 2.0534 -3.0094 -2.5844 -0.356 -0.393 -0.045 -0.0306
C 4.1810 -0.6200 -0.7564 0.071 -0.076 -0.158 -1.2126
H 3.8009 -2.7426 -0.7898 -0.176 0.304 0.086 0.4688
H 2.4693 -1.7599 -0.1101 0.119 -0.104 -0.375 -0.0485
H 5.0129 -0.6922 -1.4641 -0.162 0.032 0.074 0.3300
H 4.5938 -0.6376 0.2539 -0.010 0.165 -0.026 0.4080
H 3.6610 0.3279 -0.9340 0.108 -0.129 0.106 0.0769
C 2.2354 -3.2052 -4.0774 0.342 0.170 0.153 -1.3155
H 0.9683 -3.0312 -2.3365 0.473 0.235 0.061 0.0663
H 2.5134 -3.8598 -2.0438 -0.084 0.392 -0.112 0.4358
H 1.9320 -2.3052 -4.6207 -0.141 -0.199 0.028 0.2886
H 1.6621 -4.0711 -4.4065 -0.018 0.067 -0.138 0.4035
H 3.2948 -3.3724 -4.2976 -0.169 -0.025 -0.026 0.2864
H -2.2086 -1.9018 0.9834 0.288 0.643 0.168 -0.1546
Al -1.0507 1.5553 1.3842 -0.234 -1.059 -0.729 0.5087
C -2.0522 -2.3317 0.0064 0.244 1.680 -1.555 -0.3399
Si -2.2176 -4.0784 0.6567 0.238 2.150 0.737 0.2822
H -2.8934 -1.9162 -0.5914 0.506 -0.335 0.043 0.4645
H -1.0822 -1.8994 -0.3340 -0.477 -0.632 -0.294 -0.0141
C -2.5126 -5.4067 -0.6611 -0.075 -0.215 0.308 -1.0816
C -3.5379 -3.3107 1.8635 -0.746 -0.732 0.244 -0.9927
C -0.6468 -3.7681 1.7179 0.598 -1.010 0.362 -0.3788
C -1.3905 3.3541 1.0951 -0.955 -0.307 0.035 -0.5286
Si 0.0831 3.9727 2.0888 -0.354 0.221 0.116 0.3183
H -2.3618 3.6680 1.5222 0.519 -0.121 -0.066 0.7190
H -1.3459 3.5942 0.0321 0.098 -0.029 0.240 0.2343
C 0.5753 5.3506 0.9676 0.253 0.558 0.392 -1.1406
C 1.5082 2.7449 2.2857 0.048 -0.280 -0.044 -0.9764
C -0.5946 4.2029 3.8155 0.144 0.589 -0.096 -0.9405
H 0.1204 -3.2207 1.1475 -0.176 -0.443 -0.063 -0.0598
H -0.1628 -4.6363 2.1925 -0.086 0.294 -0.084 0.4478
H -0.9429 -3.0711 2.5226 0.030 -0.572 -0.398 0.0030
H -3.3404 -5.0908 -1.3210 0.262 -0.029 0.395 0.3457
H -2.7725 -6.3968 -0.2451 0.150 0.437 -0.177 0.3197
H -1.6275 -5.5252 -1.3087 -0.214 0.084 0.370 0.3199
H -3.9881 -2.4295 1.3717 -0.125 -0.676 0.065 0.3220
H -2.9787 -2.8804 2.7219 -0.370 -0.587 -0.417 0.1883
H -4.3541 -3.9309 2.2335 0.043 -0.016 0.199 0.4147
H 2.3898 3.3822 2.3864 0.086 0.039 -0.035 0.4548
H 1.7386 2.0738 1.4467 -0.019 0.104 0.063 0.1970
H 1.4550 2.1346 3.1939 -0.004 0.239 -0.187 0.3373
H 0.2296 4.5003 4.4730 -0.224 0.007 0.112 0.3186
H -1.0625 3.3027 4.2403 0.228 0.246 -0.268 0.2436
H -1.3493 5.0004 3.8032 0.160 -0.121 0.158 0.3334
H 1.0692 6.1343 1.5486 0.123 0.165 -0.427 0.4135
H -0.3368 5.7375 0.4972 0.308 0.131 0.171 0.3447
H 1.2380 4.9777 0.1758 -0.038 0.153 0.228 0.2926
O -1.3749 1.0118 4.6439 -0.011 -0.721 -2.142 -0.5567
Cl -1.3466 0.1549 3.4878 -0.566 -1.413 1.761 1.5923
O -1.4185 -1.2293 3.8920 0.031 2.474 -1.595 -0.5171
O -2.3933 0.5915 2.3920 1.329 -0.355 1.325 -0.4909
O -0.0971 0.4457 2.6036 -0.889 0.096 0.205 -0.3010
```
Positions in Å, forces in eV/Å.

=====

- What is the E_LUMO in the second record?
  -0.0058 hartree

=====

- Which value of molar mass does entry 2 give?
  458.57 Da

=====

- Which of these has the lowest E_LUMO?
  C16H43AlClO6Si2

=====

- Look up the molar mass of the third one.
  450.12 Da